1.
Density functional theory data (ωB97M-V/def2-TZVPD) for a molecular structure, C16H33LiN3O4Sb.

The geometry in XYZ format:
```
58
Properties=species:S:1:pos:R:3:mulliken_charge:R:1
Li 1.8046 -1.6543 -0.9426 0.56
N 0.7489 -4.6700 -2.1971 -0.69
C -0.0358 -5.0386 -1.0081 -0.60
C 0.2722 -4.3308 0.3195 0.46
O -0.2333 -4.8649 1.3495 -0.86
N 1.0017 -3.2464 0.2300 -0.32
C 1.2726 -2.5929 1.5077 0.03
C 2.2696 -1.4240 1.3550 0.06
O 2.1655 -0.4584 2.1657 -0.64
O 3.1169 -1.5048 0.4187 -0.86
H 1.7137 -4.9187 -2.0095 0.28
H 0.8049 -3.6559 -2.2225 0.28
H 0.0734 -6.1084 -0.8306 0.39
H -1.0955 -4.8663 -1.2196 0.11
H 1.7072 -3.2964 2.2307 0.40
H 0.3662 -2.2038 1.9790 0.14
N -1.6029 -2.2878 -3.1176 -0.50
C -0.4890 -1.5654 -2.7297 -0.15
O -0.4530 -1.0540 -1.6225 0.15
C 0.6372 -1.4291 -3.7315 -0.28
C 1.9688 -1.0495 -3.0493 -1.06
H -2.1932 -2.5712 -2.3512 0.27
H -1.4459 -2.9904 -3.8208 0.27
H 0.2452 -0.7098 -4.4764 0.37
H 0.7277 -2.3861 -4.2619 0.42
H 1.9381 0.0389 -2.8558 0.05
H 2.7617 -1.1726 -3.8029 0.21
C -1.7584 2.5720 3.0729 -1.24
C -0.8016 1.3964 2.8778 0.20
C 0.3930 1.4851 3.8343 -1.32
Sb -0.0764 0.9404 0.8377 0.10
C 1.3384 2.6067 0.6751 0.37
C 0.9422 4.0005 1.1594 -1.30
C 1.8210 2.6421 -0.7810 -1.38
C -1.7836 1.7049 -0.3665 0.47
C -2.2003 3.1737 -0.4121 -1.39
C -2.9696 0.7855 -0.0518 -1.50
H -2.0398 2.6612 4.1343 0.45
H -2.6797 2.4589 2.5004 0.22
H -1.3025 3.5207 2.7790 0.13
H -1.3421 0.4755 3.1185 0.42
H 0.9079 2.4468 3.7332 0.19
H 1.1201 0.6908 3.6367 0.28
H 0.0576 1.4014 4.8785 0.47
H 2.1574 2.2361 1.3007 0.44
H 0.0662 4.3866 0.6373 0.10
H 1.7658 4.7075 0.9776 0.46
H 0.7273 4.0217 2.2288 0.21
H 1.0095 2.9310 -1.4610 0.24
H 2.1874 1.6652 -1.1099 0.33
H 2.6335 3.3701 -0.9110 0.47
H -1.4315 1.4261 -1.3656 0.23
H -2.4471 3.5739 0.5746 0.19
H -3.0930 3.2998 -1.0455 0.46
H -1.4149 3.7997 -0.8398 0.26
H -3.3753 0.9657 0.9498 0.25
H -2.6673 -0.2661 -0.1011 0.32
H -3.7917 0.9319 -0.7674 0.42
```

Summary:
Max |F| = 0.66 eV Å⁻¹
Frontier orbital gap = 5.50 eV
Net charge = -2
HOMO level = -0.65 eV
Calculated total energy = -1342.4995 a.u.


2.
Density functional theory data (ωB97M-V/def2-TZVPD) for a molecular structure, C23H28N7PPtS2Te.

The geometry in XYZ format:
```
63
Properties=species:S:1:pos:R:3:mulliken_charge:R:1
Pt -0.8365 -0.2894 -0.3973 1.34
C 2.5505 4.0326 0.2845 -0.84
N 1.7502 2.8578 0.6339 0.20
C 1.5849 2.3709 1.8982 -0.50
C 0.7693 1.2869 1.7906 -0.60
N 0.4536 1.0980 0.4726 -0.14
C 1.0496 2.0730 -0.2142 0.15
P 0.9314 2.4291 -1.9957 -0.39
C -0.8734 2.2125 -2.1368 0.31
N -1.6181 1.3087 -1.5016 -0.24
C -2.9205 1.5371 -1.8444 -0.34
C -2.9663 2.5973 -2.6955 -0.68
N -1.6764 3.0152 -2.8694 0.15
C -1.2883 4.1519 -3.7023 -0.88
C 1.5056 0.8579 -2.6898 0.10
N 0.9875 -0.3237 -2.4041 0.04
C 1.7096 -1.2325 -3.1167 -0.75
C 2.6776 -0.5890 -3.8398 -0.44
N 2.5409 0.7392 -3.5678 0.12
C 3.3955 1.7919 -4.1055 -0.93
H 2.9589 4.4448 1.2021 0.33
H 1.9277 4.7813 -0.1980 0.34
H 3.3689 3.7501 -0.3732 0.33
H 2.0442 2.8340 2.7538 0.48
H 0.3940 0.6554 2.5726 0.35
H -3.7270 0.9424 -1.4545 0.39
H -3.7921 3.0878 -3.1805 0.48
H -1.7068 5.0674 -3.2907 0.35
H -1.6558 3.9985 -4.7139 0.37
H -0.2058 4.2312 -3.7234 0.31
H 1.4922 -2.2875 -3.0922 0.50
H 3.4284 -0.9533 -4.5201 0.49
H 4.3732 1.7660 -3.6282 0.32
H 2.9330 2.7592 -3.9291 0.35
H 3.5098 1.6501 -5.1772 0.37
C 2.0304 -1.7970 1.4878 -0.89
Te 0.0395 -2.3007 0.9084 0.06
C -0.3538 -2.1151 3.0032 -1.09
C 0.9594 -2.5298 3.6241 0.75
C 1.0187 -3.0766 4.8985 -0.88
C 2.2411 -3.4497 5.4384 -0.58
C 3.4049 -3.2918 4.7006 -0.59
C 3.3503 -2.7599 3.4201 -0.79
C 2.1325 -2.3710 2.8797 0.68
H 2.1162 -0.7129 1.4657 0.25
H 2.7453 -2.2245 0.7890 0.63
H -1.1858 -2.7594 3.2764 0.64
H -0.6342 -1.0889 3.2354 0.41
H 0.1099 -3.2179 5.4702 0.46
H 2.2826 -3.8796 6.4298 0.42
H 4.3551 -3.5992 5.1152 0.42
H 4.2574 -2.6562 2.8376 0.46
S -2.3157 -1.7387 -1.4139 -0.50
C -3.6303 -1.9008 -0.3620 0.48
N -4.6639 -2.6789 -0.6177 -0.26
C -5.6219 -2.8904 0.4719 -0.60
C -5.4755 -1.6787 1.3872 -0.55
S -3.7643 -1.0795 1.1552 0.01
H -4.6751 -3.2541 -1.4487 0.26
H -5.3767 -3.8206 0.9875 0.30
H -6.6291 -2.9664 0.0683 0.34
H -5.6292 -1.9383 2.4308 0.42
H -6.1578 -0.8764 1.1149 0.32
```

Summary:
Energy relative to the best compared isomer or geometry (same formula, charge and spin) = 0.0 kcal/mol
Max |F| = 0.64 eV Å⁻¹
Frontier orbital gap = 8.65 eV
Net charge = +2
HOMO level = -13.46 eV
Calculated total energy = -2801.2058 a.u.